#w
Molecular formula: C3H11NO2S
Method: DFT, ωB97M-V with the def2-TZVPD basis set

Last column: natural (NBO) charge in e.
Atoms and positions in Å:
N -0.7441 -0.6647 0.4416  -0.8595
C 0.5296 -0.0529 0.8017  -0.0998
C 0.4638 1.1254 1.7940  -0.0778
O 0.1027 0.6742 3.1449  -0.7099
C 1.2529 0.6234 -0.4955  -0.5669
S 1.3206 -0.5575 -1.8680  -0.0468
H -0.5289 -1.7035 0.3733  0.3740
H -1.1371 -0.4534 -0.4825  0.3907
H 1.3307 -0.7270 1.1522  0.1954
H -0.5037 1.6367 1.4102  0.1667
H 1.3403 1.6418 1.7645  0.1755
H -0.0659 -0.2458 2.8181  0.4657
H 2.3498 0.9271 -0.3060  0.2300
H 0.7805 1.6249 -0.7778  0.2290
H 0.4382 -0.0688 -2.7631  0.1306
O -3.3377 -0.5326 -1.4507  -0.9456
H -3.3012 0.4063 -1.4593  0.4685
H -4.2223 -0.7733 -1.0868  0.4800

The SMILES is N[C@H](CO)CS.O. Its lowest unoccupied orbital energy is 0.0192 Ha. The value obtained for the HOMO energy is -0.3384 Eh.

---

#x
Molecular formula: C3H11NO2S
Method: DFT, ωB97M-V with the def2-TZVPD basis set

Last column: natural (NBO) charge in e.
Atoms and positions in Å:
C 1.0398 0.9546 -0.0380  -0.2077
C -0.4052 1.2230 0.6628  -0.6718
S -0.2259 1.0821 2.3607  0.2441
N 0.8289 0.7905 -1.4066  -0.5253
C 0.4677 -0.6129 -1.7492  0.0771
O -0.3720 -1.1929 -0.8780  -0.6973
H 1.4515 0.0762 0.5052  0.2528
H 1.6738 1.8563 0.1047  0.2137
H -0.6181 2.2334 0.3038  0.3035
H -1.1499 0.4755 0.3041  0.2927
H -3.1280 -0.3875 0.8366  -0.0005
H 1.6115 1.1181 -1.9585  0.3814
H 1.3921 -1.2008 -1.8079  0.1880
H 0.0130 -0.6237 -2.7542  0.1552
H 0.0897 -1.6743 0.4498  0.4956
H -2.9354 -0.5133 1.5954  -0.0017
H -0.1319 -1.5979 2.0841  0.4586
O 0.3985 -2.0062 1.3853  -0.9581

Its lowest unoccupied orbital energy is -0.1569 Ha. The value obtained for the HOMO energy is -0.3166 Eh.

---

Question: which arrangement is favored energetically? Ranking from most to least stable: #w, #x.

---

#w
Molecular formula: H5NO
Method: DFT, ωB97M-V with the def2-TZVPD basis set

Last column: natural (NBO) charge in e.
Atoms and positions in Å:
N -0.5091 -1.4230 0.6700  -1.0845
H 0.2537 -2.0327 0.6403  0.3632
H -0.4116 -0.5985 1.0969  0.3668
H -1.2049 -1.6448 0.1108  0.3548
O 0.8849 1.5985 -0.8459  -0.9237
H 0.1309 1.6312 -1.3385  0.4588
H 0.8561 2.4693 -0.3337  0.4646

The SMILES is N.O. Its lowest unoccupied orbital energy is 0.0343 Ha. The value obtained for the HOMO energy is -0.3397 Eh.

---

#x
Molecular formula: H5NO
Method: DFT, ωB97M-V with the def2-TZVPD basis set

Last column: natural (NBO) charge in e.
Atoms and positions in Å:
N -0.1986 0.1658 1.1778  -1.0991
H -0.3174 -0.3837 0.3208  0.3874
H 0.0123 -0.4975 1.9302  0.3480
H 0.6376 0.7442 1.0474  0.3353
O -0.1166 -0.3732 -1.3385  -0.9333
H 0.7126 0.1530 -1.2763  0.4773
H -0.7299 0.1914 -1.8613  0.4844

The SMILES is N.O. Its lowest unoccupied orbital energy is 0.0284 Ha. The value obtained for the HOMO energy is -0.3507 Eh.

---

Question: which arrangement is favored energetically? Ranking from most to least stable: #x, #w.

---

#w
Molecular formula: C5H6NS
Method: DFT, ωB97M-V with the def2-TZVPD basis set

Last column: natural (NBO) charge in e.
Atoms and positions in Å:
C 1.3234 1.0222 -0.3326  -0.6470
C 0.2002 0.2942 0.4213  0.0137
C 0.2427 -1.0628 0.8691  0.1524
N -0.4995 -1.1055 -0.1390  -0.2013
C -1.7555 -0.9040 -0.6882  -0.0536
C -2.2872 0.1594 -0.0022  -0.3927
S -1.3428 1.0612 0.9662  0.5429
H 1.0492 2.0516 -0.4308  0.2543
H 1.2876 0.4751 -1.2361  0.2514
H 2.3390 0.9872 0.1273  0.2678
H 0.3450 -1.8866 1.5202  0.2616
H -2.2370 -1.5543 -1.3349  0.2672
H -3.3126 0.0691 0.1418  0.2833

The SMILES is C[C@]12C=[N+]1C=CS2. Its lowest unoccupied orbital energy (spin up / spin down) is -0.1816 / -0.1816 Ha. As for the charge: +1. The value obtained for the HOMO energy (spin up / spin down) is -0.5158 / -0.5158 Eh.

---

#x
Molecular formula: C5H6NS
Method: DFT, ωB97M-V with the def2-TZVPD basis set

Last column: natural (NBO) charge in e.
Atoms and positions in Å:
C 2.2509 -0.9181 -0.0955  -0.2918
C 3.0010 -0.0922 0.4489  -0.0988
C -1.0620 -1.2814 0.0086  -0.4486
C -1.6340 1.1253 0.1667  -0.3178
C -0.2553 -0.4301 -0.6309  0.4289
N -0.4955 0.8690 -0.5754  -0.5506
S -2.6392 -0.5113 0.2816  0.5079
H 1.8879 -1.8409 -0.3557  0.2416
H -0.9984 -2.3778 -0.0024  0.2921
H -1.3715 1.2879 1.2519  0.2621
H -2.2197 1.9170 -0.2818  0.2602
H 3.7144 0.5194 0.8667  0.2438
H -0.1786 1.7333 -1.0826  0.4709

Its lowest unoccupied orbital energy (spin up / spin down) is -0.2381 / -0.2529 Ha. As for the charge: +1. The value obtained for the HOMO energy (spin up / spin down) is -0.4999 / -0.5135 Eh.

---

Question: which arrangement is favored energetically? Ranking from most to least stable: #w, #x.

---

#w
Molecular formula: CHClO3
Method: DFT, ωB97M-V with the def2-TZVPD basis set

Last column: natural (NBO) charge in e.
Atoms and positions in Å:
C -3.0679 -0.8294 -0.3794  0.3596
O -0.4911 0.2990 -0.1608  -0.4442
O -0.5132 -1.0611 0.0987  -0.1491
O -2.0780 -1.4695 -0.5178  -0.3143
Cl -3.6760 0.5839 0.1426  0.1090
H -1.1003 0.7108 0.3865  0.4390

Its lowest unoccupied orbital energy (spin up / spin down) is 0.0011 / -0.0203 Ha. The value obtained for the HOMO energy (spin up / spin down) is -0.3187 / -0.3511 Eh.

---

#x
Molecular formula: CHClO3
Method: DFT, ωB97M-V with the def2-TZVPD basis set

Last column: natural (NBO) charge in e.
Atoms and positions in Å:
C 0.9344 0.2767 0.1800  0.6253
O 0.4291 1.3053 -0.0515  -0.4494
O -1.4209 -0.3011 -0.6277  -0.4180
O -0.3706 -0.9380 0.0289  -0.3544
Cl 2.3829 -0.4848 0.2848  0.1466
H -1.9549 0.1418 0.1855  0.4499

Its lowest unoccupied orbital energy is 0.0025 Ha. The value obtained for the HOMO energy is -0.3688 Eh.

---

Question: which arrangement is favored energetically? Ranking from most to least stable: #x, #w.